(1)
C36H31Cl2EuN6O3S2 as an isolated structure at a distorted geometry, computed with ωB97M-V with the def2-TZVPD basis set.

Geometry as ORCA input:
```
! RIJCOSX wB97M-V def2-TZVPD def2/J DEFGRID3
* xyz 0 7
Eu -0.707 0.089 0.486
Cl 0.812 5.101 -5.023
C 0.207 4.049 -3.775
C -1.166 3.821 -3.666
C -1.630 2.992 -2.675
C -0.770 2.355 -1.749
O -1.278 1.620 -0.814
C 0.631 2.578 -1.895
C 1.675 1.980 -1.084
N 1.568 1.025 -0.229
C 2.643 -0.273 1.552
C 4.096 -0.788 1.686
C 4.303 -1.346 3.064
C 3.344 -2.131 3.548
C 2.163 -2.410 2.721
C 1.431 -3.584 2.857
C 0.416 -3.869 1.960
C 0.115 -2.939 0.985
N 0.771 -1.774 0.882
C 1.789 -1.523 1.695
C 1.078 3.446 -2.907
H -1.847 4.300 -4.355
H -2.690 2.804 -2.560
H 2.659 2.392 -1.300
H 4.216 -1.606 0.965
H 5.221 -1.138 3.599
H 3.421 -2.618 4.512
H 1.687 -4.285 3.642
H -0.136 -4.796 2.013
H -0.656 -3.111 0.237
H 2.141 3.627 -3.019
C -3.013 -3.724 2.390
S -3.845 -2.117 2.471
C -2.601 -1.038 2.059
S -2.792 -2.172 -1.382
N -1.092 1.158 3.061
N 0.062 0.798 2.583
C 1.139 0.913 3.321
C 2.404 0.785 2.637
C 3.342 1.746 2.686
C 4.397 1.721 1.673
C 4.905 0.379 1.199
C 3.984 1.131 0.303
N 2.723 0.435 0.259
H -3.764 -4.477 2.628
H -2.206 -3.750 3.121
H -2.645 -3.871 1.376
H 1.090 1.326 4.327
H 3.264 2.591 3.360
H 5.099 2.543 1.665
H 5.949 0.246 0.956
H 4.325 1.592 -0.610
Cl -6.728 3.258 2.526
C -5.465 2.088 2.321
C -4.846 1.553 3.515
C -3.803 0.721 3.446
C -3.156 0.376 2.130
O -1.975 1.274 1.941
C -4.077 0.682 0.946
C -3.832 0.024 -0.212
O -2.811 -0.835 -0.253
C -5.119 1.660 1.097
H -5.272 1.828 4.473
H -3.339 0.311 4.332
H -4.438 0.122 -1.107
H -5.643 2.010 0.215
C 1.013 0.244 -4.807
C 0.297 -1.002 -4.270
C 1.074 -2.277 -4.618
C -1.143 -1.084 -4.809
C 0.182 -0.895 -2.818
N -0.019 -0.832 -1.692
H 1.031 0.210 -5.897
H 2.041 0.288 -4.442
H 0.497 1.153 -4.497
H 1.126 -2.378 -5.703
H 0.574 -3.155 -4.211
H 2.090 -2.239 -4.223
H -1.121 -1.218 -5.891
H -1.691 -0.171 -4.574
H -1.673 -1.920 -4.353
*
```

Computed properties:
Gap between HOMO and LUMO (alpha / beta)   0.233 / 0.233 Eh
HOMO level (alpha / beta)   -6.467 / -6.462 eV
ΔE to the lowest compared entry with this formula, charge and spin   10.378 eV

=====

(2)
C36H31MnN4O5P as an isolated structure at a distorted geometry, computed with ωB97M-V with the def2-TZVPD basis set.

Geometry as ORCA input:
```
! RIJCOSX wB97M-V def2-TZVPD def2/J DEFGRID3
* xyz 0 2
Mn -0.313 1.406 0.279
O -2.503 3.253 0.551
C -2.119 2.148 0.801
C -2.940 1.155 1.578
C -3.738 1.496 2.661
C -4.460 0.505 3.309
C -4.409 -0.811 2.863
C -3.639 -1.152 1.759
C -2.897 -0.167 1.126
P -1.797 -0.349 -0.310
C -1.424 -2.123 -0.452
C -0.244 -2.580 0.134
C 0.072 -3.931 0.102
C -0.781 -4.825 -0.525
C -1.953 -4.373 -1.121
C -2.277 -3.028 -1.084
C -2.836 -0.008 -1.766
C -4.145 0.452 -1.665
C -4.851 0.798 -2.809
C -4.262 0.682 -4.058
C -2.955 0.222 -4.165
C -2.245 -0.112 -3.026
H -3.773 2.527 2.990
H -5.066 0.755 4.170
H -4.974 -1.575 3.382
H -3.600 -2.176 1.408
H 0.422 -1.872 0.610
H 0.987 -4.277 0.566
H -0.533 -5.878 -0.553
H -2.615 -5.074 -1.613
H -3.188 -2.671 -1.551
H -4.614 0.544 -0.693
H -5.867 1.160 -2.719
H -4.816 0.953 -4.947
H -2.486 0.134 -5.137
H -1.215 -0.441 -3.122
C 3.976 -0.511 -2.008
C 2.887 0.360 -1.447
N 1.611 0.060 -1.598
O 1.462 -1.104 -2.342
C 3.177 1.497 -0.684
C 4.540 1.814 -0.162
N 2.129 2.357 -0.316
O 0.428 2.906 1.185
H 3.713 -0.841 -3.011
H 4.098 -1.404 -1.391
H 4.925 0.017 -2.045
H 0.555 -1.378 -2.160
H 5.089 0.920 0.133
H 4.462 2.481 0.696
H 5.133 2.341 -0.918
O 4.716 -2.729 5.443
C 3.515 -2.976 4.862
O 2.985 -4.039 5.051
C 2.966 -1.925 3.980
C 1.624 -2.028 3.600
C 1.043 -1.098 2.775
C 1.789 -0.021 2.234
C 3.138 0.082 2.638
C 3.703 -0.846 3.487
N 1.179 0.811 1.370
C 1.577 2.196 1.137
C 1.297 2.839 -1.347
C 1.870 3.590 -2.369
C 1.073 4.061 -3.396
C -0.292 3.807 -3.373
C -0.799 3.054 -2.333
N -0.021 2.552 -1.381
H 4.978 -1.813 5.297
H 1.043 -2.851 3.995
H -0.010 -1.159 2.535
H 3.749 0.888 2.257
H 4.755 -0.729 3.729
H 2.364 2.569 1.808
H 2.926 3.815 -2.321
H 1.510 4.648 -4.193
H -0.954 4.187 -4.138
H -1.857 2.835 -2.253
*
```

Computed properties:
Gap between HOMO and LUMO (alpha / beta)   0.164 / 0.168 Eh
HOMO level (alpha / beta)   -6.892 / -6.722 eV
ΔE to the lowest compared entry with this formula, charge and spin   0.885 eV

=====

(3)
C36H32AlClP2 as an isolated structure at a distorted geometry, computed with ωB97M-V with the def2-TZVPD basis set.

Geometry as ORCA input:
```
! RIJCOSX wB97M-V def2-TZVPD def2/J DEFGRID3
* xyz 2 1
Al -0.014 0.036 0.291
Cl -0.289 0.986 2.155
P -2.274 0.477 -0.681
C -3.123 -1.008 -1.206
C -3.545 -1.194 -2.536
C -4.260 -2.338 -2.904
C -4.495 -3.348 -1.961
C -4.003 -3.228 -0.653
C -3.298 -2.075 -0.288
C -3.296 1.209 0.623
C -2.905 2.459 1.161
C -3.625 3.039 2.200
C -4.742 2.372 2.731
C -5.101 1.110 2.245
C -4.366 0.526 1.208
C -2.378 1.675 -2.014
C -1.233 2.306 -2.534
C -1.351 3.169 -3.629
C -2.613 3.409 -4.190
C -3.767 2.806 -3.663
C -3.644 1.943 -2.567
H -2.010 2.965 0.786
H -3.318 4.018 2.586
H -5.332 2.844 3.515
H -5.967 0.573 2.646
H -4.661 -0.462 0.860
H -3.349 -0.429 -3.289
H -4.641 -2.419 -3.931
H -5.056 -4.234 -2.249
H -4.193 -4.010 0.096
H -2.914 -1.983 0.739
H -0.254 2.096 -2.098
H -0.456 3.640 -4.055
H -2.707 4.071 -5.049
H -4.759 2.973 -4.109
H -4.533 1.437 -2.165
H 0.109 -1.030 -0.942
H 0.342 -0.193 -1.284
C 3.749 -4.743 1.442
C 2.416 -4.448 1.805
C 1.935 -3.150 1.616
C 2.778 -2.190 1.041
C 4.123 -2.467 0.759
C 4.626 -3.758 0.935
P 2.288 -0.483 0.993
C 2.910 0.077 2.606
C 2.265 -0.324 3.804
C 2.852 -0.125 5.051
C 4.118 0.490 5.122
C 4.780 0.876 3.949
C 4.169 0.672 2.698
C 3.127 0.039 -0.530
C 3.629 1.341 -0.662
C 4.253 1.701 -1.860
C 4.255 0.815 -2.946
C 3.611 -0.430 -2.869
C 3.022 -0.799 -1.661
H 4.133 -5.758 1.553
H 1.761 -5.232 2.222
H 0.929 -2.856 1.934
H 4.778 -1.649 0.429
H 5.676 -3.972 0.661
H 1.312 -0.852 3.747
H 2.339 -0.447 5.967
H 4.577 0.667 6.096
H 5.774 1.336 3.997
H 4.706 0.908 1.777
H 3.557 2.025 0.190
H 4.761 2.662 -1.930
H 4.754 1.081 -3.873
H 3.572 -1.117 -3.721
H 2.432 -1.723 -1.584
*
```

Computed properties:
Gap between HOMO and LUMO   0.202 Eh
HOMO level   -14.090 eV